A molecular structure, C41H26IN2O5PS, computed with the ωB97M-V functional and the def2-TZVPD basis.

Element x y z (Å)
C (4.029, -3.223, -0.864)
C (3.369, -2.114, -1.638)
C (4.076, -1.390, -2.536)
C (3.459, -0.356, -3.283)
N (4.027, 0.407, -4.202)
S (2.848, 1.415, -4.708)
N (1.646, 0.922, -3.785)
C (2.082, -0.085, -3.027)
C (1.326, -0.827, -2.071)
P (-0.403, -0.215, -1.888)
O (-0.804, -0.519, -0.313)
I (-1.924, -1.725, -3.076)
C (1.970, -1.835, -1.398)
C (1.259, -2.638, -0.367)
C (0.256, -3.500, -0.771)
C (-0.462, -4.240, 0.157)
C (-0.160, -4.102, 1.499)
C (0.867, -3.267, 1.897)
C (1.584, -2.531, 0.978)
H (4.282, -2.906, 0.146)
H (3.356, -4.075, -0.830)
H (4.957, -3.524, -1.344)
H (5.128, -1.571, -2.714)
H (-0.271, 0.065, 0.242)
H (0.027, -3.595, -1.821)
H (-1.248, -4.891, -0.197)
H (-0.734, -4.656, 2.228)
H (1.069, -3.206, 2.958)
H (2.386, -1.878, 1.296)
C (-10.199, 2.837, -5.608)
C (-9.236, 3.439, -6.410)
C (-7.892, 3.298, -6.108)
C (-7.505, 2.562, -4.995)
C (-8.473, 1.976, -4.177)
C (-9.819, 2.108, -4.494)
C (-8.084, 1.221, -2.953)
O (-8.926, 0.707, -2.246)
C (-6.637, 1.120, -2.618)
C (-6.254, 0.468, -1.453)
C (-4.911, 0.354, -1.134)
C (-3.945, 0.884, -1.981)
C (-4.320, 1.541, -3.141)
C (-5.666, 1.669, -3.460)
C (-6.054, 2.406, -4.694)
O (-5.213, 2.871, -5.435)
H (-11.249, 2.941, -5.850)
H (-9.536, 4.017, -7.274)
H (-7.140, 3.759, -6.732)
H (-10.565, 1.642, -3.864)
H (-7.008, 0.053, -0.798)
H (-4.613, -0.151, -0.224)
H (-2.901, 0.793, -1.731)
H (-3.569, 1.957, -3.799)
C (5.012, -2.755, 6.585)
C (5.207, -1.959, 7.708)
C (5.264, -0.581, 7.584)
C (5.137, 0.008, 6.332)
C (4.962, -0.793, 5.201)
C (4.891, -2.174, 5.334)
C (4.868, -0.187, 3.845)
O (4.711, -0.882, 2.861)
C (4.979, 1.293, 3.723)
C (4.948, 1.875, 2.461)
C (5.037, 3.250, 2.332)
C (5.149, 4.052, 3.464)
C (5.185, 3.477, 4.723)
C (5.109, 2.097, 4.857)
C (5.182, 1.493, 6.217)
O (5.281, 2.190, 7.205)
H (4.960, -3.831, 6.686)
H (5.314, -2.416, 8.684)
H (5.411, 0.042, 8.455)
H (4.744, -2.790, 4.457)
H (4.858, 1.249, 1.584)
H (5.017, 3.702, 1.349)
H (5.211, 5.127, 3.361)
H (5.276, 4.097, 5.604)

Kohn-Sham gap in eV: 7.259
HOMO level in hartree: -0.31092



A molecular structure, C41H27BrN6O3Pb, computed with the ωB97M-V functional and the def2-TZVPD basis.

Element x y z (Å)
Pb (-0.873, -0.558, -0.205)
C (-5.432, -1.773, -0.669)
C (-5.582, -2.083, -2.011)
C (-4.450, -2.182, -2.809)
C (-3.202, -1.897, -2.258)
N (-3.088, -1.519, -0.980)
C (-4.157, -1.494, -0.200)
C (-1.935, -2.105, -2.982)
C (-1.857, -2.463, -4.329)
C (-0.615, -2.775, -4.858)
C (0.503, -2.751, -4.040)
C (0.351, -2.367, -2.707)
N (-0.842, -2.031, -2.232)
C (1.442, -2.447, -1.720)
C (2.753, -2.777, -2.062)
C (3.683, -2.993, -1.058)
C (3.270, -2.919, 0.263)
C (1.957, -2.551, 0.516)
N (1.086, -2.278, -0.440)
H (-6.278, -1.747, 0.000)
H (-6.559, -2.271, -2.426)
H (-4.549, -2.496, -3.833)
H (-3.973, -1.257, 0.838)
H (-2.733, -2.503, -4.953)
H (-0.521, -3.066, -5.893)
H (1.464, -3.040, -4.433)
H (3.054, -2.874, -3.091)
H (4.707, -3.235, -1.304)
H (3.943, -3.128, 1.078)
H (1.584, -2.497, 1.528)
Br (5.390, 3.238, -3.449)
C (3.766, 2.367, -3.046)
C (3.214, 1.462, -3.979)
C (2.057, 0.818, -3.681)
C (1.346, 1.018, -2.436)
O (0.294, 0.383, -2.225)
C (1.923, 1.989, -1.511)
C (1.238, 2.425, -0.334)
N (0.163, 1.894, 0.134)
C (-0.522, 2.449, 1.185)
C (0.058, 3.157, 2.232)
C (-0.727, 3.787, 3.197)
C (-2.099, 3.761, 3.112)
C (-2.736, 3.035, 2.085)
C (-4.137, 3.008, 1.924)
C (-4.675, 2.288, 0.889)
C (-3.817, 1.537, 0.075)
N (-2.513, 1.526, 0.214)
C (-1.948, 2.305, 1.154)
C (3.121, 2.620, -1.847)
H (3.723, 1.298, -4.917)
H (1.616, 0.111, -4.369)
H (1.653, 3.331, 0.119)
H (1.135, 3.215, 2.306)
H (-0.245, 4.333, 3.994)
H (-2.709, 4.294, 3.827)
H (-4.758, 3.563, 2.612)
H (-5.738, 2.275, 0.709)
H (-4.224, 0.932, -0.722)
H (3.560, 3.328, -1.158)
O (-2.415, 0.439, 3.678)
C (-1.814, -0.331, 2.974)
O (-2.082, -1.070, 2.031)
C (-0.242, -0.359, 3.316)
C (0.147, -0.513, 4.652)
C (1.495, -0.409, 4.889)
C (2.399, -0.149, 3.840)
C (3.787, 0.015, 4.038)
C (4.612, 0.294, 2.983)
C (4.094, 0.390, 1.682)
C (2.758, 0.206, 1.442)
C (1.884, -0.040, 2.513)
N (0.552, -0.169, 2.328)
H (-0.574, -0.691, 5.430)
H (1.871, -0.502, 5.897)
H (4.183, -0.075, 5.037)
H (5.669, 0.443, 3.143)
H (4.761, 0.608, 0.862)
H (2.353, 0.243, 0.443)

Net charge: +2
Kohn-Sham gap (spin up / spin down) in eV: 5.285 / 4.251
HOMO level (spin up / spin down) in hartree: -0.48250 / -0.47770



A molecular structure, C41H27F5N6O2SeSnTe, computed with the ωB97M-V functional and the def2-TZVPD basis.

Element x y z (Å)
Sn (-0.109, 0.441, 0.090)
O (1.965, 2.744, -3.453)
C (3.057, 1.964, -3.472)
C (3.917, 2.119, -4.562)
C (5.064, 1.365, -4.650)
C (5.395, 0.430, -3.661)
C (4.557, 0.265, -2.590)
C (3.370, 1.019, -2.470)
C (2.512, 0.808, -1.332)
O (1.419, 1.497, -1.183)
N (2.871, -0.088, -0.393)
N (1.927, -0.175, 0.542)
C (2.139, -0.646, 1.720)
C (1.000, -0.725, 2.639)
C (1.141, -1.179, 3.942)
C (0.029, -1.214, 4.770)
C (-1.200, -0.800, 4.281)
C (-1.278, -0.356, 2.976)
N (-0.207, -0.316, 2.179)
H (1.453, 2.548, -2.653)
H (3.656, 2.843, -5.322)
H (5.720, 1.502, -5.499)
H (6.304, -0.148, -3.741)
H (4.794, -0.448, -1.814)
H (3.134, -0.946, 2.028)
H (2.114, -1.495, 4.294)
H (0.124, -1.565, 5.788)
H (-2.089, -0.817, 4.894)
H (-2.217, -0.022, 2.553)
F (-6.938, -1.168, -1.309)
C (-5.703, -0.730, -1.443)
C (-4.970, -1.036, -2.582)
F (-5.507, -1.769, -3.540)
C (-3.665, -0.579, -2.700)
F (-2.979, -0.903, -3.793)
C (-3.073, 0.202, -1.719)
Se (-1.314, 0.913, -2.040)
C (-3.824, 0.481, -0.594)
F (-3.262, 1.162, 0.430)
C (-5.121, 0.027, -0.434)
F (-5.794, 0.301, 0.674)
Te (0.549, 2.993, 1.226)
C (-0.611, 3.183, 2.968)
C (0.005, 3.689, 4.106)
C (-0.742, 3.877, 5.262)
C (-2.093, 3.565, 5.276)
C (-2.706, 3.057, 4.137)
C (-1.966, 2.862, 2.982)
C (-0.386, 4.376, -0.039)
C (-1.754, 4.370, -0.279)
C (-2.297, 5.359, -1.083)
C (-1.478, 6.333, -1.641)
C (-0.112, 6.323, -1.404)
C (0.444, 5.343, -0.595)
H (1.057, 3.946, 4.106)
H (-0.268, 4.278, 6.147)
H (-2.674, 3.726, 6.174)
H (-3.763, 2.825, 4.147)
H (-2.456, 2.476, 2.095)
H (-2.397, 3.611, 0.141)
H (-3.361, 5.368, -1.277)
H (-1.910, 7.105, -2.264)
H (0.524, 7.079, -1.843)
H (1.512, 5.340, -0.415)
N (3.633, -9.803, -1.009)
C (3.046, -8.818, -0.948)
C (2.317, -7.585, -0.874)
C (2.983, -6.407, -0.545)
C (2.285, -5.216, -0.462)
C (0.919, -5.205, -0.710)
C (0.249, -6.373, -1.047)
C (0.950, -7.563, -1.127)
N (0.183, -3.971, -0.622)
C (-1.164, -3.799, -0.848)
C (-1.422, -2.480, -0.684)
N (-0.251, -1.831, -0.351)
C (0.688, -2.766, -0.316)
H (4.047, -6.427, -0.358)
H (2.831, -4.318, -0.212)
H (-0.810, -6.381, -1.254)
H (0.437, -8.477, -1.390)
H (-1.819, -4.607, -1.111)
H (-2.357, -1.966, -0.789)
H (1.729, -2.589, -0.121)

Net charge: +2
ΔE to the lowest compared entry with this formula, charge and spin in kJ/mol: 40.09
Kohn-Sham gap in eV: 6.210
HOMO level in hartree: -0.47751



Values of maximum force, in order: 1.08; 1.64; 0.86, all in eV/A.